{
  "formula": "C33H49BaClFN8O6S",
  "method": "the ωB97M-V functional and the def2-TZVPD basis",
  "symbols": ["Ba", "O", "C", "O", "C", "O", "C", "C", "O", "O", "H", "H", "H", "H", "H", "C", "N", "C", "C", "C", "C", "C", "C", "C", "C", "H", "H", "H", "H", "H", "H", "H", "H", "H", "H", "H", "H", "N", "H", "H", "H", "C", "C", "C", "C", "C", "O", "C", "C", "C", "C", "C", "C", "Cl", "C", "C", "C", "N", "C", "N", "C", "N", "H", "H", "H", "H", "H", "H", "H", "H", "H", "H", "H", "H", "H", "H", "H", "H", "H", "H", "H", "H", "H", "H", "C", "C", "C", "N", "N", "C", "N", "S", "H", "H", "H", "H", "H", "H", "H", "F"],
  "positions_angstrom": [[1.30112, -1.44672, 0.11907], [5.25957, 1.77651, 1.72169], [4.36178, 0.90804, 1.19267], [3.55316, 1.27327, 0.37053], [4.35979, -0.47799, 1.86412], [2.98071, -0.96343, 2.01210], [2.46956, -0.81040, 3.47058], [1.38177, 0.26302, 3.41560], [1.89687, 1.34878, 3.68317], [0.29525, -0.13951, 3.00634], [5.23148, 2.51660, 1.07316], [4.80338, -0.42292, 2.86278], [4.94961, -1.20304, 1.26611], [3.33456, -0.52171, 4.06004], [2.10447, -1.79076, 3.77517], [5.01793, -1.07423, -1.95606], [3.62150, -0.87854, -2.30461], [3.20292, -2.08742, -3.00691], [3.41808, 0.34144, -3.05238], [1.96590, 0.77762, -3.10926], [1.70524, 1.95260, -3.84782], [0.37980, 2.31847, -4.09308], [-0.65779, 1.49097, -3.67098], [-0.39015, 0.37774, -2.84155], [0.92804, 0.10376, -2.49445], [5.58873, -1.52023, -2.79691], [5.04169, -1.80930, -1.14600], [5.48510, -0.15018, -1.61715], [3.65837, -2.22300, -4.02637], [2.09748, -2.08576, -3.12960], [3.46844, -2.98566, -2.42410], [3.84787, 0.29914, -4.07834], [4.02937, 1.08385, -2.48777], [2.55608, 2.54765, -4.20441], [0.17442, 3.23035, -4.63069], [-1.67566, 1.75706, -3.95981], [-1.21302, -0.27014, -2.52158], [-0.47364, -3.23429, -3.39517], [0.02259, -3.97344, -2.89978], [0.17899, -2.47660, -3.65486], [-0.84207, -3.63156, -4.26320], [-3.64228, 2.70728, 2.55695], [-4.52184, 1.45530, 2.71007], [-5.68526, 1.79477, 3.71659], [-3.71842, 0.32779, 3.37966], [-5.20517, 1.03227, 1.29700], [-5.89270, -0.20025, 1.44115], [-6.28476, 2.09186, 0.86381], [-6.14973, 2.89171, -0.42434], [-5.20930, 4.05888, -0.40377], [-5.54760, 5.22901, 0.30156], [-4.63817, 6.27168, 0.39101], [-3.35482, 6.20933, -0.21452], [-2.25582, 7.51691, -0.07627], [-3.07555, 5.07044, -0.99256], [-4.01055, 4.03984, -1.13865], [-4.16506, 0.88809, 0.14833], [-3.22691, -0.23267, 0.28144], [-1.89607, -0.28338, 0.12208], [-1.42542, -1.47752, 0.41485], [-2.55329, -2.18341, 0.69470], [-3.69157, -1.50640, 0.57938], [-3.28335, 3.03746, 3.53467], [-4.16117, 3.53343, 2.08212], [-2.75107, 2.48031, 1.95344], [-5.26461, 1.88124, 4.72631], [-6.43941, 1.01083, 3.73058], [-6.15323, 2.76425, 3.48165], [-3.34646, 0.64076, 4.36897], [-2.79256, 0.04063, 2.85994], [-4.33993, -0.59176, 3.48819], [-5.25355, -0.92789, 1.27566], [-6.43299, 2.78271, 1.70990], [-7.22264, 1.52070, 0.80718], [-7.15035, 3.29012, -0.65583], [-5.86199, 2.23315, -1.27216], [-6.52594, 5.30524, 0.80473], [-4.88869, 7.15025, 0.97472], [-2.11836, 4.98081, -1.49948], [-3.78332, 3.16798, -1.77545], [-3.61964, 1.84991, 0.02596], [-4.71552, 0.73673, -0.78045], [-1.24662, 0.58527, -0.14221], [-2.52429, -3.21609, 0.98226], [8.27024, -4.28033, -0.37833], [7.44077, -5.23736, 0.51646], [5.98255, -4.97801, 0.36036], [5.46536, -3.79872, 0.04146], [4.10988, -3.78494, -0.01603], [3.56664, -4.92647, 0.36971], [2.28243, -5.21700, 0.45851], [4.82852, -6.16376, 0.76293], [9.34473, -4.47036, -0.24351], [8.06300, -3.22742, -0.12216], [8.03967, -4.42859, -1.46424], [7.71015, -5.17804, 1.58837], [7.66385, -6.29423, 0.24842], [1.41123, -5.02440, -0.46165], [2.00812, -6.11542, 0.83699], [0.41954, -5.02260, -1.10671]],
  "homo_lumo_gap_ev": 6.327,
  "e_above_lowest_ev": 0.000,
  "homo_energy_ev": -4.16,
  "charge": -1
}

{
  "formula": "C33H50CaN8O4S",
  "method": "the ωB97M-V functional and the def2-TZVPD basis",
  "symbols": ["Ca", "C", "C", "N", "C", "C", "N", "C", "C", "N", "C", "C", "N", "C", "C", "C", "C", "C", "C", "C", "N", "H", "H", "H", "H", "H", "H", "H", "H", "H", "H", "H", "H", "H", "H", "H", "H", "H", "H", "H", "H", "H", "H", "H", "C", "C", "C", "C", "C", "C", "C", "C", "C", "C", "H", "H", "H", "H", "H", "H", "H", "H", "H", "H", "H", "H", "H", "H", "C", "C", "S", "O", "O", "C", "C", "N", "C", "N", "C", "C", "N", "O", "O", "C", "H", "H", "H", "H", "H", "H", "H", "H", "H", "H", "H", "H", "H"],
  "positions_angstrom": [[0.31072, -0.64773, 1.51859], [4.65162, -1.35913, 3.16989], [3.39672, -0.95273, 2.46489], [2.34802, -1.66573, 2.33229], [2.17212, -2.94253, 2.96059], [0.68022, -3.13583, 3.25459], [0.15122, -1.86473, 3.74149], [-1.21058, -1.92223, 4.26059], [-1.82878, -0.50463, 4.28909], [-1.31398, 0.30867, 3.18489], [-2.26348, 1.21147, 2.53399], [-1.78488, 1.53897, 1.09789], [-0.35678, 1.45437, 1.05799], [0.44932, 2.43657, 1.01149], [0.08692, 3.88217, 0.88709], [1.88112, 2.07977, 1.18079], [2.93112, 2.98777, 1.03249], [4.21352, 2.57367, 1.35569], [4.42432, 1.27847, 1.80089], [3.32512, 0.41987, 1.90159], [2.10112, 0.83617, 1.59649], [4.45802, -2.07753, 3.96329], [5.16262, -0.50713, 3.60699], [5.32732, -1.84283, 2.46299], [2.73002, -3.01233, 3.90399], [2.53042, -3.74973, 2.31069], [0.56392, -3.95233, 3.98409], [0.14542, -3.40283, 2.33579], [0.75462, -1.54793, 4.50149], [-1.25688, -2.34383, 5.27319], [-1.79348, -2.58253, 3.61499], [-1.61398, -0.03573, 5.25749], [-2.91528, -0.59183, 4.20369], [-0.55268, 0.87787, 3.54769], [-2.37248, 2.14577, 3.10169], [-3.25108, 0.74497, 2.46779], [-2.19288, 2.50567, 0.79169], [-2.16968, 0.77857, 0.41439], [-0.92858, 4.06547, 1.23009], [0.14972, 4.19127, -0.15631], [0.75782, 4.50947, 1.46739], [2.75912, 3.99307, 0.68309], [5.04082, 3.26137, 1.26929], [5.42332, 0.95767, 2.05079], [2.18072, 3.13767, -4.23781], [1.62002, 2.78297, -2.85611], [0.09212, 2.82577, -2.89901], [2.17382, 1.44867, -2.42071], [1.60972, 0.23727, -2.80511], [2.20432, -0.95753, -2.43991], [3.35482, -0.99493, -1.65831], [3.96082, -2.31283, -1.27371], [3.92892, 0.21617, -1.29441], [3.35092, 1.41177, -1.68411], [1.80332, 4.10687, -4.55341], [1.88112, 2.39177, -4.97091], [3.26622, 3.17907, -4.21041], [1.97942, 3.53697, -2.14361], [-0.27368, 2.29317, -3.77261], [-0.24608, 3.85767, -2.97491], [-0.34738, 2.36307, -2.01661], [0.72232, 0.22617, -3.42011], [1.80332, -1.88753, -2.81421], [3.28512, -2.87343, -0.62171], [4.90952, -2.17543, -0.76101], [4.13772, -2.91323, -2.16481], [4.85842, 0.22857, -0.74241], [3.83572, 2.34197, -1.42891], [-5.23118, 1.78537, -2.85771], [-3.90158, 1.29607, -3.38431], [-3.25668, 0.01607, -2.26851], [-3.84578, 0.15537, -0.95821], [-1.80918, 0.01237, -2.25381], [-3.79208, -1.56183, -3.04991], [-3.81248, -2.74703, -2.08331], [-2.99378, -2.49813, -0.91901], [-1.64518, -2.47933, -0.85551], [-1.22168, -2.06283, 0.33269], [-2.33228, -1.78673, 1.05139], [-3.44578, -2.04553, 0.30009], [-4.77288, -1.73223, 0.69259], [-5.68988, -1.99903, -0.04361], [-4.85858, -1.20303, 1.77999], [-0.75128, -2.84543, -1.96791], [-5.64898, 2.53277, -3.52801], [-5.10228, 2.22537, -1.87231], [-5.94248, 0.96697, -2.76821], [-3.15038, 2.08067, -3.42901], [-3.99018, 0.81947, -4.35671], [-3.09138, -1.70383, -3.86861], [-4.78588, -1.37353, -3.44091], [-3.45458, -3.64793, -2.58721], [-4.83268, -2.92123, -1.73411], [-2.30008, -1.40063, 2.04349], [0.18632, -3.22003, -1.56391], [-0.54198, -1.94063, -2.53991], [-1.19738, -3.58993, -2.62441]],
  "homo_lumo_gap_ev": 7.534,
  "e_above_lowest_ev": 0.667,
  "homo_energy_ev": -13.24,
  "charge": 2
}

Question: Which formula does entry 1 have?
Answer: C33H49BaClFN8O6S